(1)
{"formula": "C17H21N4O2STi", "method": "ωB97M-V/def2-TZVPD", "multiplicity": 2, "fmax_ha_per_bohr": 0.0796, "de_lowest_kcal_mol": 31.6, "s2": 0.763, "symbols": ["Ti", "C", "C", "O", "N", "C", "C", "C", "C", "C", "C", "N", "H", "H", "H", "H", "H", "H", "H", "H", "H", "H", "N", "C", "C", "C", "C", "C", "C", "H", "H", "H", "H", "H", "S", "C", "N", "C", "C", "O", "H", "H", "H", "H", "H", "H"], "coordinates": [[1.3748, 0.2110, 0.6516], [-1.2789, 2.1320, 2.3284], [-0.5050, 0.9086, 1.7910], [0.8302, 0.9537, 2.1652], [-1.0996, -0.2986, 2.3840], [-0.2831, -1.5101, 2.3691], [-0.1638, -2.1007, 0.9843], [-1.0403, -3.0467, 0.5014], [-0.9398, -3.4844, -0.8190], [0.0750, -2.9458, -1.6119], [0.9049, -1.9858, -1.0866], [0.7898, -1.5332, 0.1909], [-0.5673, 2.9372, 2.5050], [-1.7561, 1.8707, 3.2692], [-2.0283, 2.4540, 1.6103], [-2.0060, -0.4884, 1.9629], [-0.7486, -2.2170, 3.0616], [0.7201, -1.2412, 2.7502], [-1.8055, -3.4474, 1.1496], [-1.6324, -4.2022, -1.2219], [0.1969, -3.2552, -2.6394], [1.6987, -1.5386, -1.6829], [-0.3727, 0.9018, 0.3298], [-1.3354, 0.5077, -0.5474], [-2.6962, 0.2873, -0.2556], [-3.5443, -0.2506, -1.2047], [-3.1011, -0.5415, -2.4848], [-1.7951, -0.2198, -2.8276], [-0.9349, 0.2963, -1.8865], [-3.0946, 0.5285, 0.7192], [-4.5741, -0.4490, -0.9334], [-3.7612, -0.9920, -3.2107], [-1.4463, -0.3777, -3.8386], [0.0890, 0.5408, -2.1579], [5.6295, 0.2540, 0.2419], [4.2451, -0.1524, 0.9119], [3.1631, -0.4198, 1.3051], [2.4170, 3.0340, 0.1899], [2.4424, 2.3685, -1.1791], [2.4804, 0.9438, -1.0429], [2.3453, 4.1126, 0.0807], [3.3237, 2.7962, 0.7511], [1.5433, 2.6667, 0.7478], [3.3108, 2.6940, -1.7683], [1.5215, 2.5909, -1.7338], [3.4092, 0.7076, -0.8191]], "atomic_forces_ev_per_a": [[3.4, 1.6, -1.3], [0.2, -0.3, -0.1], [-1.6, 0.9, 0.4], [-0.3, 0.5, 2.2], [-0.2, -0.1, 0.1], [0.0, 0.2, 0.0], [0.5, 0.3, 0.0], [0.0, -0.5, -0.6], [0.4, 0.6, 0.3], [-0.3, -0.4, 0.2], [0.3, 0.1, 0.5], [-1.8, -3.5, -1.2], [0.0, 0.1, -0.1], [0.0, 0.1, 0.1], [-0.1, 0.1, 0.0], [0.2, 0.1, 0.2], [0.2, 0.0, -0.2], [-0.5, -0.3, 0.0], [0.0, 0.0, 0.1], [-0.1, -0.2, 0.0], [0.0, 0.0, 0.0], [-0.2, 0.0, 0.1], [-1.6, 0.7, -0.4], [-0.4, 0.0, -0.4], [0.3, 0.0, 0.2], [-0.2, -0.1, -0.1], [-0.1, 0.0, -0.1], [-0.1, 0.0, 0.0], [0.1, 0.2, 0.2], [0.0, 0.0, 0.1], [0.0, 0.0, 0.0], [-0.1, 0.0, -0.1], [0.0, 0.0, -0.1], [-0.1, 0.0, 0.0], [0.8, 0.3, -0.4], [-0.9, -0.5, 0.6], [1.8, -0.2, 0.4], [0.0, -0.4, -0.2], [-0.2, 1.0, -0.2], [0.5, -0.4, 0.2], [-0.1, 0.1, 0.0], [0.0, 0.0, 0.0], [0.2, 0.4, 0.0], [-0.3, -0.2, 0.1], [0.3, 0.0, 0.1], [-0.1, 0.0, -0.4]], "mulliken_spin": [0.8171, -0.0004, -0.0492, -0.0238, 0.0120, 0.0095, 0.0966, -0.0337, 0.0699, -0.0266, 0.0940, -0.0521, 0.0001, 0.0004, 0.0004, 0.0010, 0.0031, 0.0057, -0.0003, 0.0018, 0.0002, 0.0004, 0.0283, -0.0077, 0.0014, -0.0065, 0.0116, -0.0011, 0.0229, 0.0012, -0.0003, 0.0012, -0.0003, -0.0017, 0.0188, 0.0344, -0.0396, 0.0090, -0.0020, 0.0070, -0.0005, -0.0007, -0.0041, -0.0002, -0.0012, 0.0041]}



(2)
{"formula": "C17H21NO4", "method": "ωB97M-V/def2-TZVPD", "fmax_ha_per_bohr": 0.0096, "de_lowest_kcal_mol": 47.1, "smiles": "COc1ccc([C@@H]2CC(=O)C(/C=N/CCCO)=C(O)C2)cc1", "symbols": ["C", "O", "C", "C", "C", "C", "C", "C", "C", "O", "C", "C", "N", "C", "C", "C", "O", "C", "O", "C", "C", "C", "H", "H", "H", "H", "H", "H", "H", "H", "H", "H", "H", "H", "H", "H", "H", "H", "H", "H", "H", "H", "H"], "coordinates": [[-0.7531, 2.9274, 7.1253], [0.3933, 2.4235, 6.4847], [0.2986, 2.0476, 5.1800], [-0.8569, 2.1136, 4.4097], [-0.8321, 1.7009, 3.0888], [0.3272, 1.2161, 2.5015], [0.3555, 0.7690, 1.0615], [-0.0144, 1.9053, 0.1070], [0.0621, 1.4831, -1.3477], [0.3614, 2.2720, -2.2215], [-0.2730, 0.0863, -1.6244], [-0.2585, -0.3445, -3.0023], [-0.5613, -1.5363, -3.3345], [-0.5204, -1.9550, -4.7039], [0.5120, -3.0725, -4.8673], [0.5391, -3.6086, -6.2988], [1.4341, -4.6816, -6.4570], [-0.5919, -0.8007, -0.6253], [-0.9059, -2.0517, -0.8724], [-0.5974, -0.4041, 0.8159], [1.4775, 1.1545, 3.2811], [1.4694, 1.5617, 4.5976], [-0.4436, 3.1607, 8.1428], [-1.5573, 2.1848, 7.1542], [-1.1169, 3.8393, 6.6407], [-1.7814, 2.4843, 4.8238], [-1.7450, 1.7666, 2.5148], [1.3727, 0.4393, 0.8221], [0.6372, 2.7683, 0.2540], [-1.0411, 2.2325, 0.2939], [0.0209, 0.4189, -3.7344], [-1.5116, -2.3436, -4.9609], [-0.2828, -1.1205, -5.3817], [0.2736, -3.8874, -4.1814], [1.5005, -2.6854, -4.6018], [-0.4416, -4.0064, -6.5703], [0.7864, -2.7937, -6.9960], [2.3172, -4.3910, -6.2027], [-0.8643, -2.1796, -1.8808], [-0.3275, -1.2702, 1.4232], [-1.6174, -0.1200, 1.0917], [2.3952, 0.7827, 2.8490], [2.3613, 1.5147, 5.2018]], "atomic_forces_ev_per_a": [[-0.2, 0.1, 0.1], [0.2, -0.1, -0.2], [0.1, -0.1, -0.1], [-0.1, 0.1, 0.3], [0.2, -0.1, -0.1], [0.0, -0.1, -0.1], [-0.3, 0.1, 0.0], [0.3, 0.1, -0.1], [-0.1, 0.0, 0.5], [0.0, 0.1, -0.1], [0.0, -0.2, -0.1], [0.0, 0.2, -0.2], [-0.1, -0.1, 0.4], [0.2, -0.2, -0.3], [-0.2, 0.0, -0.4], [-0.1, 0.4, 0.2], [0.4, -0.3, 0.0], [0.0, 0.1, 0.0], [0.0, 0.1, 0.2], [0.2, -0.1, 0.0], [-0.1, 0.0, 0.0], [-0.1, 0.1, 0.2], [-0.1, 0.0, -0.1], [0.0, 0.0, 0.0], [0.0, 0.0, 0.0], [-0.1, 0.0, 0.1], [-0.1, 0.0, -0.1], [-0.1, 0.0, 0.0], [-0.1, 0.0, -0.1], [-0.1, 0.0, 0.0], [0.0, -0.1, -0.1], [0.1, 0.1, -0.1], [-0.1, 0.0, 0.1], [0.0, 0.0, 0.0], [0.0, 0.0, 0.0], [0.0, 0.1, 0.0], [-0.1, -0.1, 0.0], [-0.1, 0.0, 0.0], [0.0, 0.1, -0.1], [0.0, 0.0, 0.0], [0.0, 0.0, 0.0], [0.1, 0.0, -0.1], [0.1, 0.0, 0.1]], "nbo_charge": [-0.2521, -0.4909, 0.2974, -0.3074, -0.1466, -0.0812, -0.2223, -0.4949, 0.5891, -0.5748, -0.4036, 0.1675, -0.5041, -0.2243, -0.4216, -0.0536, -0.7104, 0.5249, -0.6501, -0.4668, -0.1295, -0.2669, 0.2015, 0.1755, 0.1759, 0.2168, 0.1989, 0.2123, 0.2401, 0.2232, 0.1931, 0.1992, 0.1755, 0.2130, 0.1937, 0.1763, 0.1530, 0.4620, 0.5132, 0.2411, 0.2308, 0.2028, 0.2242]}



(3)
{"formula": "C17H22AsN2O8ReS", "method": "ωB97M-V/def2-TZVPD", "multiplicity": 4, "fmax_ha_per_bohr": 0.0280, "de_lowest_kcal_mol": 34.5, "charge": 1, "s2": 3.763, "symbols": ["Re", "C", "C", "O", "N", "C", "C", "C", "C", "C", "C", "N", "H", "H", "H", "H", "H", "H", "H", "H", "H", "H", "O", "As", "O", "O", "C", "C", "C", "C", "C", "C", "S", "O", "O", "O", "H", "H", "H", "H", "H", "C", "C", "C", "O", "H", "H", "H", "H", "H", "H", "H"], "coordinates": [[0.2374, 0.5352, -0.5853], [-1.7848, -2.8357, 1.8567], [-0.9579, -2.2421, 0.7573], [-0.4129, -1.1333, 0.9114], [-0.8330, -2.9729, -0.3554], [-0.0257, -2.5914, -1.5097], [1.3915, -2.3062, -1.0942], [2.3612, -3.2935, -1.1096], [3.6368, -3.0079, -0.6481], [3.9081, -1.7358, -0.1732], [2.8964, -0.7938, -0.1864], [1.6692, -1.0752, -0.6380], [-2.7390, -2.3112, 1.8781], [-1.2767, -2.6683, 2.8039], [-1.9681, -3.8988, 1.7197], [-1.3977, -3.8026, -0.4306], [-0.4777, -1.7416, -2.0268], [-0.0210, -3.4320, -2.2019], [2.1133, -4.2759, -1.4854], [4.4061, -3.7671, -0.6600], [4.8835, -1.4642, 0.2000], [3.0604, 0.2169, 0.1649], [-3.7382, -0.7663, 0.1197], [-2.8076, 0.7172, -0.0723], [-3.6826, 1.9271, -0.6495], [-1.5621, 0.0745, -1.1613], [-2.1162, 0.9286, 1.7734], [-2.9122, 0.3079, 2.7314], [-2.6741, 0.4596, 4.0930], [-1.6315, 1.2507, 4.5369], [-0.8305, 1.8919, 3.6040], [-1.0725, 1.7282, 2.2519], [0.0350, 2.5720, 1.1627], [1.2615, 1.7127, 0.9343], [0.2983, 3.8963, 1.5767], [-0.6877, 2.3641, -0.1518], [-4.6031, -0.6289, -0.2924], [-3.7536, -0.2913, 2.4138], [-3.3235, -0.0333, 4.8033], [-1.4494, 1.3843, 5.5937], [-0.0226, 2.5361, 3.9256], [0.9558, 3.5322, -2.4227], [1.0870, 2.1774, -3.0831], [2.3603, 2.0539, -3.8987], [1.1404, 1.0910, -2.1230], [1.1076, 4.2993, -3.1827], [1.7251, 3.6669, -1.6601], [-0.0228, 3.6911, -1.9824], [0.2152, 1.9693, -3.7135], [3.2298, 2.2673, -3.2775], [2.3456, 2.7650, -4.7234], [2.4593, 1.0525, -4.3133]], "atomic_forces_ev_per_a": [[0.0, -1.4, 0.2], [0.1, 0.1, 0.0], [-0.1, -0.3, -0.1], [0.1, 0.5, 0.1], [0.0, 0.2, 0.0], [0.0, 0.0, -0.2], [0.0, -0.1, 0.1], [0.0, 0.1, 0.0], [0.0, 0.1, 0.0], [-0.1, 0.0, 0.0], [0.2, 0.0, -0.1], [0.0, 0.1, -0.3], [0.0, 0.0, 0.0], [0.0, 0.0, 0.0], [0.0, 0.0, 0.0], [0.1, 0.0, 0.0], [0.1, 0.0, 0.0], [-0.1, 0.0, 0.1], [0.0, 0.0, 0.0], [0.0, 0.0, 0.0], [0.0, 0.0, 0.0], [0.0, 0.0, 0.0], [0.1, 0.1, 0.0], [0.3, -0.1, 0.1], [-0.2, 0.2, -0.1], [-0.1, 0.2, 0.0], [-0.4, -0.1, 0.0], [-0.1, 0.0, 0.0], [0.0, 0.0, -0.1], [0.0, 0.0, -0.1], [0.0, 0.0, 0.2], [0.3, 0.2, -0.1], [-0.1, 0.0, -0.1], [0.1, -0.1, 0.3], [-0.1, -0.1, 0.0], [0.0, 0.0, -0.2], [0.0, 0.0, 0.0], [0.0, 0.0, 0.0], [0.0, 0.0, 0.0], [0.0, 0.0, 0.0], [0.0, 0.0, 0.0], [0.0, 0.1, -0.1], [-0.1, -0.2, -0.1], [-0.1, 0.0, 0.0], [0.1, 0.6, 0.2], [0.0, 0.0, 0.0], [0.0, 0.0, 0.0], [0.0, 0.0, 0.0], [0.1, 0.1, 0.0], [0.0, 0.0, 0.0], [0.0, 0.0, 0.0], [0.0, 0.0, 0.0]], "mulliken_spin": [2.4731, 0.0040, 0.0088, 0.0291, -0.0038, 0.0951, -0.0448, -0.0078, 0.0091, -0.0120, -0.0093, 0.0117, 0.0001, -0.0005, 0.0003, -0.0002, -0.0203, 0.0031, 0.0007, -0.0001, 0.0003, 0.0052, -0.0022, 0.0303, 0.0077, 0.1041, 0.0302, 0.0124, 0.0002, 0.0021, -0.0005, -0.0160, 0.0101, 0.0560, -0.0033, 0.0293, 0.0002, 0.0005, 0.0002, 0.0001, 0.0005, 0.0060, 0.0300, 0.0079, 0.1527, -0.0030, -0.0006, 0.0021, 0.0030, -0.0001, -0.0015, -0.0002]}



(4)
{"formula": "C17H22BrNO7S", "method": "ωB97M-V/def2-TZVPD", "fmax_ha_per_bohr": 0.0315, "smiles": "O=COCCCCC1=CC(=O)C(CCCCS(=O)(=O)O)=C(Br)C1=O.CC#N", "total_energy_ha": -4214.563645, "symbols": ["O", "C", "O", "C", "C", "C", "C", "C", "C", "C", "O", "C", "C", "C", "C", "C", "S", "O", "O", "O", "C", "Br", "C", "O", "H", "H", "H", "H", "H", "H", "H", "H", "H", "H", "H", "H", "H", "H", "H", "H", "H", "H", "H", "C", "C", "N", "H", "H", "H"], "coordinates": [[3.0454, 2.9833, -0.3387], [2.1971, 2.4852, -1.0321], [1.4121, 3.2395, -1.8251], [0.0193, 2.8496, -1.8096], [-0.7668, 3.8446, -0.9901], [-2.1804, 3.3795, -0.5659], [-2.6471, 2.0212, -1.0918], [-2.2513, 0.8021, -0.2897], [-2.7483, -0.4031, -0.5885], [-2.3507, -1.6104, 0.1642], [-2.4091, -2.7136, -0.3462], [-1.9010, -1.4328, 1.5739], [-1.9878, -2.5992, 2.4976], [-0.5816, -3.0839, 2.9433], [-0.3116, -4.5606, 2.6081], [1.1169, -4.7418, 2.0742], [1.1840, -4.6745, 0.3124], [2.4507, -5.1379, -0.1521], [0.7730, -3.3819, -0.1448], [0.0798, -5.7608, -0.0404], [-1.4337, -0.2189, 1.8814], [-0.8539, 0.2582, 3.6152], [-1.3029, 0.8629, 0.8547], [-0.4280, 1.7013, 0.9701], [2.1053, 1.3932, -1.0463], [-0.3196, 2.8489, -2.8390], [-0.0387, 1.8457, -1.4090], [-0.8128, 4.7777, -1.5393], [-0.1947, 4.0460, -0.0925], [-2.8964, 4.1256, -0.8884], [-2.2206, 3.3804, 0.5152], [-2.4068, 1.8791, -2.1377], [-3.7330, 2.0313, -1.0503], [-3.4460, -0.5564, -1.3954], [-2.5818, -2.2753, 3.3454], [-2.4971, -3.4143, 2.0011], [-0.4850, -2.9490, 4.0128], [0.1622, -2.4564, 2.4709], [-1.0358, -4.9539, 1.9083], [-0.3713, -5.1507, 3.5137], [1.7601, -3.9327, 2.3925], [1.5786, -5.6606, 2.4120], [-0.3442, -5.4893, -0.8658], [4.4934, 4.4852, -3.0881], [5.8325, 4.2331, -3.6043], [6.8851, 4.0327, -4.0136], [3.7606, 4.3010, -3.8717], [4.2743, 3.8318, -2.2484], [4.4078, 5.5191, -2.7618]], "atomic_forces_ev_per_a": [[-0.2, -0.2, -0.6], [1.1, 0.8, 0.9], [-0.3, -0.4, 0.2], [0.3, 0.1, -0.4], [-0.1, -0.1, 0.4], [0.4, 0.1, -0.4], [-0.2, 0.2, 0.6], [-0.2, -0.3, -0.4], [0.3, 0.3, 0.3], [-0.1, -0.6, -0.4], [-0.2, 0.4, 0.3], [0.0, 0.4, 0.0], [0.6, 0.1, 0.1], [-0.7, -0.3, -0.1], [0.7, 0.5, 0.3], [-0.5, -0.3, 0.0], [1.1, 0.3, -0.2], [0.1, -0.3, 0.2], [-0.7, 0.1, 0.1], [-0.1, 0.0, -0.1], [-0.2, -0.1, 0.2], [0.0, -0.1, -0.2], [0.8, 0.3, 0.4], [-0.7, -0.3, -0.2], [-0.7, -0.1, -0.3], [0.0, -0.1, -0.3], [-0.1, -0.2, 0.0], [-0.1, 0.2, -0.1], [0.2, 0.0, 0.1], [-0.2, 0.1, -0.1], [-0.1, 0.0, 0.2], [0.2, 0.0, -0.3], [-0.2, 0.0, -0.1], [0.0, -0.1, -0.3], [-0.1, -0.1, 0.3], [-0.2, 0.0, -0.1], [0.1, 0.1, 0.2], [0.2, 0.1, -0.1], [-0.1, -0.1, -0.2], [-0.2, -0.2, 0.2], [0.2, 0.2, 0.0], [0.0, -0.3, -0.2], [-0.2, 0.0, -0.1], [-0.1, 0.0, -0.1], [0.0, 0.0, 0.0], [0.1, 0.0, 0.0], [0.0, 0.0, 0.0], [0.1, 0.0, 0.1], [0.0, 0.0, 0.0]], "nbo_charge": [-0.5547, 0.6429, -0.5209, -0.0650, -0.4269, -0.3960, -0.4343, -0.0470, -0.2431, 0.5870, -0.5171, -0.0763, -0.4486, -0.3925, -0.4119, -0.6801, 2.3775, -0.9260, -0.9517, -0.8891, -0.1347, 0.1079, 0.4938, -0.5077, 0.1209, 0.1835, 0.1814, 0.2093, 0.2315, 0.2139, 0.2162, 0.2247, 0.2342, 0.2285, 0.2351, 0.2357, 0.2179, 0.2151, 0.2296, 0.2186, 0.2520, 0.2541, 0.5180, -0.7266, 0.2909, -0.3419, 0.2487, 0.2702, 0.2531]}